(1)
{"formula": "C41H39AsF15GeMnN4SSi2", "method": "ωB97M-V/def2-TZVPD", "elements": ["Mn", "C", "N", "C", "C", "C", "C", "C", "C", "C", "N", "C", "C", "C", "C", "C", "C", "N", "C", "C", "H", "H", "H", "H", "H", "H", "H", "H", "H", "H", "H", "H", "H", "H", "H", "H", "H", "H", "H", "H", "N", "C", "H", "C", "Si", "C", "C", "As", "Si", "C", "C", "C", "H", "H", "H", "H", "H", "H", "H", "H", "H", "H", "H", "H", "H", "H", "H", "H", "H", "H", "F", "C", "C", "C", "F", "C", "F", "C", "F", "C", "F", "Ge", "S", "C", "C", "F", "C", "F", "C", "F", "C", "F", "C", "F", "C", "C", "F", "C", "F", "C", "F", "C", "F", "C", "F"], "xyz": [[-19.970178, 9.252049, 8.310440], [-18.851033, 11.525604, 10.395873], [-19.453164, 11.272045, 9.074342], [-18.474059, 11.385788, 7.970122], [-20.626907, 12.119601, 8.847571], [-20.641794, 13.481766, 9.147467], [-21.780213, 14.223199, 8.857141], [-22.916427, 13.646898, 8.321406], [-22.974783, 12.294572, 8.058194], [-21.800372, 11.517892, 8.259740], [-21.698858, 10.168802, 7.978170], [-22.742523, 9.271110, 7.866553], [-23.886404, 9.418116, 7.067410], [-24.934221, 8.506871, 7.193289], [-24.807579, 7.380602, 7.977752], [-23.638846, 7.149122, 8.694870], [-22.593963, 8.065368, 8.630754], [-21.395381, 7.864116, 9.418926], [-20.907936, 6.467971, 9.508135], [-21.466198, 8.501550, 10.759188], [-18.265283, 12.456683, 10.404448], [-19.638049, 11.583934, 11.146685], [-18.180258, 10.700569, 10.630854], [-18.435218, 12.388688, 7.524537], [-17.500447, 11.040500, 8.333273], [-18.757482, 10.709870, 7.124973], [-19.756648, 13.977854, 9.533536], [-21.782443, 15.277928, 9.095856], [-23.769804, 14.271344, 8.102046], [-23.869871, 11.802244, 7.722347], [-23.966622, 10.252669, 6.378667], [-25.843484, 8.683766, 6.655611], [-25.609175, 6.657888, 8.036241], [-23.572342, 6.273048, 9.337423], [-21.553033, 5.847473, 10.131910], [-20.840323, 6.053656, 8.494876], [-19.889242, 6.470612, 9.885994], [-22.238592, 8.037586, 11.389508], [-20.500430, 8.419849, 11.247284], [-21.749508, 9.558054, 10.621365], [-17.196385, 7.584983, 5.245452], [-18.383301, 7.806597, 5.488747], [-16.620678, 7.568641, 6.085922], [-22.478647, 9.203677, 3.687336], [-20.790954, 9.722529, 4.292521], [-19.485467, 9.622493, 2.969477], [-20.835018, 11.483315, 4.880461], [-20.265657, 8.099312, 6.077290], [-20.772648, 5.890244, 5.212269], [-22.594298, 5.633207, 5.482142], [-19.734179, 4.630262, 6.103922], [-20.370705, 5.876193, 3.385276], [-22.901303, 10.029546, 3.116922], [-23.153461, 8.964959, 4.496502], [-22.420645, 8.343954, 3.026381], [-19.775175, 10.302021, 2.149767], [-19.353237, 8.641826, 2.545176], [-18.513266, 9.962319, 3.337618], [-20.949287, 12.165327, 4.029153], [-19.901518, 11.778106, 5.362144], [-21.658497, 11.678548, 5.560857], [-22.832865, 5.535135, 6.542851], [-22.890979, 4.686833, 5.007993], [-23.167925, 6.444098, 5.049104], [-20.295577, 4.106705, 6.893409], [-18.854063, 5.061409, 6.575373], [-19.377770, 3.881683, 5.387949], [-20.945406, 6.600413, 2.811042], [-20.563157, 4.878252, 2.985026], [-19.310028, 6.099096, 3.221510], [-18.087259, 5.132825, 10.306404], [-17.038126, 5.156289, 11.174262], [-16.236911, 6.294720, 11.328382], [-15.187600, 6.234863, 12.266231], [-14.355374, 7.298869, 12.441261], [-14.917123, 5.109046, 13.001525], [-13.861376, 5.085206, 13.865213], [-15.720778, 3.985876, 12.826059], [-15.477386, 2.854630, 13.520524], [-16.775844, 4.017154, 11.905402], [-17.539995, 2.906253, 11.749679], [-16.459310, 8.023355, 10.434998], [-17.954392, 8.065413, 8.722665], [-14.769357, 8.445933, 9.535389], [-14.530393, 9.779228, 9.165744], [-15.497903, 10.735628, 9.295707], [-13.281647, 10.173109, 8.721506], [-13.037041, 11.461567, 8.362080], [-12.260751, 9.225852, 8.585398], [-11.055528, 9.595681, 8.069115], [-12.508550, 7.887423, 8.909194], [-11.521195, 6.966498, 8.679673], [-13.759991, 7.485537, 9.353165], [-13.949805, 6.146344, 9.575179], [-16.642946, 9.185962, 12.024898], [-17.744946, 8.933642, 12.853666], [-18.716854, 8.044787, 12.442596], [-17.868034, 9.467808, 14.117111], [-18.971877, 9.208027, 14.868415], [-16.878895, 10.340338, 14.596321], [-16.972498, 10.889020, 15.830505], [-15.756313, 10.610055, 13.805581], [-14.779705, 11.435752, 14.283878], [-15.646370, 10.064572, 12.532551], [-14.493385, 10.316971, 11.855321]], "forces_ev_per_angstrom": [[-0.3, 0.5, 1.5], [0.3, -0.1, -0.2], [-0.9, -0.3, -0.6], [0.2, -0.1, -0.4], [-1.2, 0.1, -0.7], [-0.1, -0.6, -0.5], [0.3, 0.6, 0.3], [-0.2, 0.0, 0.1], [1.4, -0.5, 0.2], [0.2, 0.3, 0.6], [1.3, -0.5, -0.2], [0.0, -0.6, 0.3], [0.0, -0.2, 0.5], [0.5, 0.1, -0.3], [-0.1, -0.3, 0.2], [0.2, 0.2, -0.1], [-0.8, -0.1, 0.1], [0.8, 0.4, -0.3], [-0.2, 0.4, -0.4], [-0.6, 0.3, -0.4], [-0.2, -0.1, 0.0], [0.0, 0.0, -0.1], [0.0, 0.1, 0.0], [0.1, 0.0, 0.4], [-0.2, 0.2, -0.2], [0.2, 0.4, 0.3], [-0.1, -0.1, 0.1], [0.0, 0.0, -0.1], [-0.1, 0.0, 0.1], [-0.1, 0.2, -0.1], [0.0, 0.0, 0.2], [-0.3, 0.0, -0.3], [-0.1, 0.1, 0.0], [0.1, 0.1, -0.2], [0.0, -0.1, 0.0], [-0.2, 0.0, 0.2], [-0.1, 0.1, 0.2], [0.1, -0.1, -0.1], [0.0, 0.0, 0.0], [0.2, -0.3, 0.1], [-5.5, 1.0, 1.2], [3.6, -0.6, -0.8], [0.8, -0.1, 0.3], [0.4, -0.1, -0.1], [-0.3, 0.4, -0.6], [0.1, 0.3, 0.0], [0.2, 0.1, 0.3], [1.0, 0.1, -0.8], [-0.5, -0.7, -0.5], [0.3, -0.2, 0.2], [0.0, -0.1, 0.3], [0.4, 0.3, 0.2], [0.0, 0.1, 0.0], [-0.2, 0.0, 0.3], [0.0, -0.1, -0.1], [0.0, -0.2, 0.3], [0.0, -0.5, -0.2], [-0.1, 0.0, 0.0], [0.0, -0.3, -0.1], [0.0, 0.0, 0.1], [0.0, 0.0, 0.2], [0.0, 0.2, 0.0], [0.1, 0.2, 0.0], [-0.3, 0.1, 0.0], [0.1, 0.2, -0.3], [0.2, 0.0, 0.1], [-0.1, 0.1, 0.0], [-0.1, 0.0, 0.0], [0.0, 0.0, 0.0], [-0.1, -0.1, 0.0], [0.9, 0.0, 0.7], [0.2, 0.7, -0.2], [0.0, -0.2, 0.4], [-0.3, 0.5, -0.6], [-0.6, -0.6, -0.3], [0.9, -0.6, 1.0], [-1.2, -0.1, -0.9], [0.0, -0.6, 0.1], [-0.2, 1.0, -0.6], [-0.2, -1.2, 0.4], [0.6, 0.9, 0.1], [-0.6, 0.2, -1.0], [0.8, -0.2, 0.7], [0.0, -0.1, 0.1], [0.2, -0.5, 0.2], [0.7, -0.9, 0.0], [0.6, 0.8, -0.6], [-0.3, -1.1, 0.4], [0.5, 0.1, -0.3], [-1.5, -0.5, 0.7], [1.2, -0.6, -0.7], [-1.1, 1.1, 0.4], [-0.1, 0.3, 0.0], [0.0, 1.5, -0.1], [0.3, 0.6, 0.5], [0.2, -0.5, -0.6], [1.0, 0.8, 0.3], [-0.7, 0.6, 1.0], [1.1, 0.2, -0.6], [0.1, 0.0, 0.5], [0.0, -0.6, -1.3], [0.5, 0.9, 0.5], [-1.1, -1.0, -0.5], [-0.2, -0.8, -0.3], [-1.1, -0.2, 0.5]], "lowdin_spin": [2.895, 0.003, 0.000, 0.023, 0.004, -0.001, 0.004, -0.001, 0.003, -0.002, -0.011, -0.002, 0.002, 0.000, 0.004, 0.000, 0.004, 0.025, 0.004, 0.008, 0.000, 0.000, 0.000, 0.004, 0.001, 0.008, 0.000, 0.000, 0.000, 0.000, 0.000, 0.000, 0.000, 0.000, 0.001, 0.000, 0.000, 0.002, 0.001, 0.001, 0.001, -0.001, 0.000, 0.000, 0.001, 0.001, -0.001, -0.001, 0.006, 0.000, 0.001, 0.002, 0.000, 0.000, 0.000, 0.000, 0.000, 0.000, 0.000, 0.000, 0.000, 0.000, 0.000, 0.000, 0.000, 0.000, 0.000, 0.000, 0.000, 0.000, 0.001, 0.000, 0.000, 0.000, 0.000, 0.000, 0.000, 0.000, 0.000, 0.000, 0.000, -0.001, 0.009, -0.001, 0.000, 0.000, 0.000, 0.000, 0.000, 0.000, 0.000, 0.000, 0.000, 0.000, -0.001, 0.000, 0.000, 0.000, 0.000, 0.000, 0.000, 0.000, 0.000, 0.000, 0.000], "e_tot_ev": -265130.058, "gap_ev": [5.25, 5.39], "total_charge": 1, "multiplicity": 4, "de_lowest_kj_mol": 0.00, "s2": 3.80, "largest_force_ev_per_a": 5.7}

---

(2)
{"formula": "C41H39CrN4O2P2S", "method": "ωB97M-V/def2-TZVPD", "elements": ["Cr", "O", "C", "C", "C", "C", "C", "C", "C", "O", "N", "N", "C", "C", "C", "C", "C", "C", "N", "H", "H", "H", "H", "H", "H", "H", "H", "H", "H", "C", "S", "C", "C", "C", "N", "P", "C", "C", "C", "C", "C", "C", "C", "C", "C", "C", "C", "C", "P", "C", "C", "C", "C", "C", "C", "C", "C", "C", "C", "C", "C", "H", "H", "H", "H", "H", "H", "H", "H", "H", "H", "H", "H", "H", "H", "H", "H", "H", "H", "H", "H", "H", "H", "H", "H", "H", "H", "H", "H", "H"], "xyz": [[-0.004644, 0.209893, 0.213452], [-2.750338, -0.510303, 3.757235], [-2.971915, -1.818135, 3.503098], [-3.818789, -2.493750, 4.379051], [-4.096803, -3.826067, 4.172523], [-3.549022, -4.515334, 3.086561], [-2.734320, -3.844495, 2.208553], [-2.422231, -2.482830, 2.398657], [-1.615084, -1.814797, 1.384343], [-0.937542, -0.718565, 1.691396], [-1.557820, -2.318569, 0.179593], [-0.669446, -1.586917, -0.543697], [-0.381272, -1.927278, -1.743644], [0.755749, -1.212579, -2.313306], [1.279156, -1.496640, -3.557796], [2.460395, -0.869305, -3.944343], [3.077863, -0.013917, -3.052965], [2.471520, 0.237489, -1.827809], [1.317955, -0.314985, -1.460734], [-2.058650, -0.197210, 3.159319], [-4.237826, -1.950687, 5.212955], [-4.749428, -4.343171, 4.862731], [-3.763903, -5.562891, 2.940114], [-2.307580, -4.358277, 1.359504], [-0.861023, -2.769324, -2.229965], [0.788349, -2.216224, -4.197173], [2.894483, -1.068850, -4.913542], [4.016752, 0.467087, -3.282113], [2.940171, 0.904200, -1.118660], [-0.804031, 8.723032, 0.148382], [-0.116890, 8.080514, 1.681438], [0.379172, 6.435116, 1.123711], [0.382845, 5.459047, 2.290585], [0.812453, 4.061256, 1.874589], [-0.134444, 3.480728, 0.860684], [-1.120325, 2.159563, 1.411378], [-1.290523, 2.297228, 3.182777], [-0.544370, 1.460428, 4.010754], [-0.642075, 1.582649, 5.387762], [-1.482138, 2.540225, 5.933706], [-2.217175, 3.385453, 5.112202], [-2.127976, 3.271278, 3.736810], [-2.691192, 2.307769, 0.567560], [-3.259185, 1.169579, 0.002346], [-4.506955, 1.236501, -0.602325], [-5.187964, 2.442306, -0.639759], [-4.623158, 3.584291, -0.084695], [-3.380940, 3.521544, 0.517107], [0.531381, 2.649405, -0.496044], [2.127981, 3.371559, -0.892818], [2.211888, 4.324997, -1.906175], [3.427102, 4.941856, -2.175300], [4.556790, 4.604812, -1.449493], [4.484242, 3.640388, -0.446958], [3.277632, 3.026785, -0.173256], [-0.583100, 3.005143, -1.858884], [-1.229485, 4.240338, -1.916470], [-2.060791, 4.532945, -2.983840], [-2.258563, 3.596126, -3.988874], [-1.622929, 2.364611, -3.932535], [-0.784517, 2.068894, -2.868929], [-1.096027, 9.753828, 0.338800], [-1.687930, 8.163403, -0.156505], [-0.066653, 8.726366, -0.653041], [1.371691, 6.468151, 0.664411], [-0.327102, 6.105451, 0.361322], [-0.597039, 5.448173, 2.772034], [1.094954, 5.797730, 3.048662], [0.896590, 3.401805, 2.736154], [1.804305, 4.130497, 1.433621], [0.123556, 0.718993, 3.587248], [-0.067743, 0.928862, 6.027569], [-1.567584, 2.630888, 7.007471], [-2.862051, 4.137004, 5.545826], [-2.697401, 3.943927, 3.114228], [-2.766900, 0.203140, 0.053663], [-4.944937, 0.345409, -1.027933], [-6.164050, 2.497340, -1.101297], [-5.154082, 4.524929, -0.123820], [-2.934152, 4.425118, 0.911303], [1.341876, 4.588933, -2.492229], [3.485222, 5.684534, -2.958620], [5.499360, 5.088249, -1.663422], [5.365580, 3.374174, 0.118781], [3.231029, 2.286944, 0.620919], [-1.092790, 4.959747, -1.121742], [-2.560089, 5.490389, -3.031602], [-2.912347, 3.827084, -4.818134], [-1.780644, 1.637319, -4.716017], [-0.286094, 1.108033, -2.842678]], "forces_ev_per_angstrom": [[0.0, -0.2, -0.1], [0.0, 0.0, 0.0], [0.0, 0.1, 0.1], [0.1, 0.0, -0.1], [0.0, -0.1, 0.0], [0.0, 0.1, 0.0], [0.0, 0.0, 0.0], [-0.1, -0.2, -0.2], [0.0, 0.0, 0.4], [0.0, 0.3, -0.1], [0.1, 0.1, -0.3], [-0.3, 0.1, 0.1], [0.2, 0.0, 0.1], [-0.1, -0.1, 0.1], [0.1, 0.1, 0.1], [-0.1, 0.0, 0.1], [0.0, 0.0, 0.1], [0.2, 0.1, 0.0], [-0.1, 0.0, 0.0], [0.0, 0.0, 0.0], [0.0, 0.0, 0.0], [0.0, 0.0, 0.0], [0.0, 0.0, 0.0], [0.0, 0.0, 0.0], [0.0, 0.0, 0.0], [0.0, 0.0, 0.0], [0.0, 0.0, 0.0], [0.0, 0.0, 0.0], [-0.1, -0.1, -0.1], [0.0, 0.1, -0.1], [0.0, 0.0, 0.1], [0.0, 0.0, 0.0], [0.1, 0.0, 0.1], [-0.1, 0.5, -0.2], [0.3, -0.5, 0.2], [0.2, -0.1, -0.3], [0.0, 0.0, 0.0], [0.3, 0.1, 0.1], [0.0, 0.0, -0.1], [0.0, 0.0, 0.0], [0.0, 0.0, 0.0], [0.0, -0.1, 0.1], [-0.2, 0.1, 0.2], [-0.1, -0.2, 0.0], [0.1, 0.0, 0.0], [0.0, 0.0, 0.0], [0.0, 0.0, 0.0], [0.1, 0.0, -0.1], [-0.1, -0.2, 0.0], [0.0, 0.1, -0.1], [0.0, 0.0, 0.0], [0.0, 0.0, 0.0], [0.0, -0.1, 0.1], [0.0, 0.0, -0.1], [-0.1, 0.0, 0.2], [0.0, 0.2, 0.0], [0.0, -0.1, 0.0], [0.0, 0.0, 0.0], [0.0, 0.0, 0.0], [0.0, 0.0, 0.0], [0.0, -0.1, 0.0], [0.0, 0.0, 0.0], [0.0, 0.0, 0.0], [0.0, 0.0, 0.0], [0.0, 0.0, 0.0], [-0.1, 0.0, 0.0], [0.0, -0.1, 0.0], [0.0, 0.0, 0.0], [0.0, 0.0, 0.1], [0.0, 0.0, -0.1], [-0.1, 0.0, 0.0], [0.0, 0.0, 0.0], [0.0, 0.0, 0.0], [0.0, 0.0, 0.0], [-0.1, 0.0, -0.1], [0.0, 0.1, 0.0], [0.0, 0.0, 0.0], [0.0, 0.0, 0.0], [0.0, 0.0, 0.0], [0.0, 0.0, 0.1], [0.0, 0.0, 0.0], [0.0, 0.0, 0.0], [0.0, 0.0, 0.0], [0.0, 0.0, 0.0], [0.0, 0.0, 0.0], [0.0, 0.0, 0.0], [0.0, 0.0, 0.0], [0.0, 0.0, 0.0], [0.0, 0.0, 0.0], [0.0, 0.0, 0.0]], "lowdin_spin": [3.302, -0.001, -0.001, 0.000, -0.001, 0.000, -0.001, -0.003, -0.003, -0.008, -0.011, -0.042, 0.039, 0.004, 0.006, 0.006, 0.005, 0.007, -0.016, 0.000, 0.000, 0.000, 0.000, 0.000, 0.000, 0.000, 0.000, 0.000, 0.001, 0.000, 0.000, 0.000, 0.000, 0.000, -0.009, -0.108, -0.022, 0.000, 0.000, 0.000, -0.002, -0.006, -0.011, 0.006, 0.001, 0.000, 0.000, -0.005, -0.089, -0.023, -0.007, -0.001, -0.003, 0.000, -0.002, -0.007, -0.004, 0.000, -0.001, 0.001, 0.002, 0.000, 0.000, 0.000, 0.000, 0.000, 0.000, 0.000, 0.000, 0.000, 0.001, 0.000, 0.000, 0.000, 0.000, 0.004, 0.000, 0.000, 0.000, 0.000, 0.000, 0.000, 0.000, 0.000, 0.001, 0.000, 0.000, 0.000, 0.000, 0.001], "e_tot_ev": -111026.922, "gap_ev": [5.36, 5.84], "total_charge": 2, "multiplicity": 4, "de_lowest_kj_mol": 191.55, "s2": 3.98, "largest_force_ev_per_a": 0.7}